Entry 1:
Entry from the OMol25 dataset: a 12-piece molecular cluster, C18H60N6O12 overall at a distorted geometry (ωB97M-V with the def2-TZVPD basis set).

Atoms and positions in Å:
N 8.388 8.086 26.027
C 9.626 7.909 26.116
N 10.312 8.977 26.438
O 10.262 6.693 26.044
H 7.809 7.298 26.109
H 7.914 9.021 25.926
H 11.340 8.973 26.523
H 9.954 9.915 26.349
N 4.769 5.958 28.891
C 5.278 7.092 28.660
N 6.582 7.106 28.527
O 4.643 8.273 28.500
H 3.756 5.891 28.724
H 5.187 4.996 28.932
H 7.034 8.016 28.437
H 7.184 6.352 28.863
N 5.356 3.412 27.039
C 5.122 2.861 28.180
N 5.875 3.454 29.088
O 4.143 1.999 28.443
H 4.601 3.346 26.310
H 6.103 4.057 26.888
H 5.750 3.210 30.077
H 6.758 3.910 28.844
C 1.372 6.753 29.761
C 1.268 5.873 28.523
O 2.350 4.992 28.378
H 0.414 7.269 29.866
H 2.121 7.513 29.714
H 1.567 6.216 30.624
H 1.224 6.476 27.660
H 0.396 5.272 28.561
H 2.100 4.066 28.577
C 3.380 10.029 26.396
C 2.087 9.324 26.653
O 1.025 10.158 26.696
H 4.283 9.443 26.558
H 3.517 10.951 26.989
H 3.479 10.378 25.382
H 2.196 8.755 27.513
H 1.984 8.580 25.897
H 0.230 9.694 26.348
C 6.002 9.196 24.040
C 6.296 10.628 24.663
O 7.181 10.486 25.704
H 6.790 8.630 23.571
H 5.176 9.336 23.378
H 5.769 8.494 24.781
H 5.370 11.148 24.935
H 6.766 11.214 23.873
H 7.803 11.238 25.673
C 2.625 2.305 23.605
C 3.536 2.244 24.745
O 3.142 3.235 25.672
H 2.597 1.365 23.032
H 2.907 3.011 22.875
H 1.621 2.596 23.798
H 4.526 2.378 24.523
H 3.619 1.227 25.095
H 2.257 2.966 25.876
C 5.387 1.724 22.097
C 5.618 3.218 22.274
O 6.435 3.676 21.206
H 4.620 1.543 21.289
H 5.080 1.207 22.977
H 6.321 1.169 21.857
H 6.072 3.379 23.240
H 4.705 3.766 22.177
H 7.326 3.367 21.319
C 3.968 6.430 25.437
C 5.358 5.814 25.076
O 6.382 6.073 26.023
H 3.488 6.000 26.372
H 3.335 6.529 24.578
H 4.114 7.488 25.658
H 5.696 6.085 24.050
H 5.235 4.720 24.976
H 6.110 6.439 26.861
C 8.778 5.253 23.596
O 8.140 4.330 24.514
H 8.668 6.249 24.030
H 8.433 5.216 22.554
H 9.824 5.114 23.601
H 7.495 4.749 25.031
C 0.816 5.512 25.005
O 0.908 5.202 23.591
H 1.551 5.007 25.687
H -0.208 5.369 25.372
H 0.905 6.561 24.988
H 0.333 5.814 23.127
C 3.831 6.223 21.929
O 2.973 6.958 21.131
H 4.596 5.686 21.232
H 3.304 5.448 22.509
H 4.352 6.883 22.544
H 2.872 6.398 20.340

The LUMO energy is 0.23 eV. The calculation puts the HOMO energy at -8.75 eV. Its SMILES is NC(N)=O.NC(N)=O.NC(N)=O.CCO.CCO.CCO.CCO.CCO.CCO.CO.CO.CO.



Entry 2:
Entry from the OMol25 dataset: C49H68ClCoN5O3S7Si4Te2 as an isolated structure at a distorted geometry (ωB97M-V with the def2-TZVPD basis set).

Atoms and positions in Å:
Co 0.806 1.004 -0.380
C 3.906 -2.382 -6.474
C 3.847 -1.983 -5.028
C 4.426 -0.797 -4.585
C 4.333 -0.411 -3.261
C 3.666 -1.217 -2.351
C 3.098 -2.406 -2.779
C 3.189 -2.790 -4.102
S 3.620 -0.765 -0.601
O 2.858 -1.812 0.050
O 5.008 -0.712 -0.196
N 2.817 0.636 -0.538
C 3.487 1.833 -0.553
C 4.860 2.014 -0.712
C 5.431 3.271 -0.577
C 4.667 4.381 -0.295
C 3.272 4.260 -0.195
C 2.426 5.353 0.087
C 1.063 5.137 0.138
C 0.553 3.880 -0.138
N 1.320 2.811 -0.394
C 2.674 2.986 -0.379
H 4.617 -1.765 -7.021
H 2.924 -2.259 -6.932
H 4.195 -3.427 -6.579
H 4.962 -0.173 -5.289
H 4.775 0.516 -2.928
H 2.588 -3.021 -2.057
H 2.742 -3.723 -4.416
H 5.491 1.159 -0.880
H 6.506 3.364 -0.674
H 5.122 5.349 -0.134
H 2.854 6.331 0.260
H 0.383 5.938 0.377
H -0.517 3.723 -0.159
Te -2.277 -0.096 1.301
C -3.692 -1.452 0.449
C -3.831 -1.944 -0.813
C -4.695 -3.054 -0.916
C -5.209 -3.422 0.283
S -4.649 -2.388 1.549
H -3.312 -1.517 -1.653
H -4.909 -3.566 -1.839
H -5.879 -4.224 0.521
C -5.935 5.308 -2.596
Si -4.660 3.911 -2.205
C -3.287 4.089 -3.528
C -5.549 2.265 -2.611
Si -3.761 3.874 -0.039
Te -1.769 1.227 -0.995
Si -3.110 6.066 0.524
C -2.115 6.880 -0.907
C -4.491 7.377 0.886
C -2.025 6.094 2.108
Si -5.318 3.160 1.571
C -5.960 1.373 1.344
C -6.911 4.257 1.562
C -4.574 3.257 3.333
H -6.309 5.262 -3.615
H -5.483 6.285 -2.453
H -6.787 5.244 -1.926
H -3.658 3.980 -4.544
H -2.539 3.320 -3.363
H -2.789 5.050 -3.460
H -5.800 2.166 -3.664
H -6.466 2.155 -2.041
H -4.893 1.440 -2.349
H -2.774 7.139 -1.732
H -1.369 6.192 -1.292
H -1.602 7.790 -0.606
H -5.236 7.369 0.095
H -4.104 8.392 0.964
H -5.000 7.147 1.817
H -1.421 5.194 2.163
H -2.644 6.122 3.000
H -1.351 6.945 2.156
H -6.123 1.145 0.296
H -6.894 1.188 1.871
H -5.225 0.662 1.713
H -7.456 4.118 0.632
H -6.656 5.309 1.631
H -7.592 4.027 2.378
H -3.678 2.644 3.378
H -5.253 2.900 4.103
H -4.285 4.272 3.593
C 0.117 -6.105 2.776
C 0.219 -6.528 1.305
C -1.158 -7.037 0.856
C 1.201 -7.702 1.198
C 0.683 -5.344 0.364
O 0.468 -5.726 -0.982
C 2.154 -4.916 0.630
C 3.209 -5.498 -0.332
C 4.607 -5.166 0.122
C 5.192 -3.948 -0.208
C 6.486 -3.641 0.174
C 7.214 -4.577 0.888
Cl 8.857 -4.244 1.319
C 6.659 -5.796 1.240
C 5.358 -6.079 0.857
C -0.271 -4.142 0.597
N 0.067 -2.948 -0.117
C 0.333 -1.743 0.414
N 0.457 -0.852 -0.557
C 0.245 -1.573 -1.682
N -0.006 -2.835 -1.450
H 0.077 -6.987 3.415
H -0.788 -5.532 2.960
H 0.971 -5.509 3.086
H -1.422 -7.932 1.418
H -1.149 -7.281 -0.204
H -1.932 -6.295 1.030
H 0.826 -8.552 1.768
H 2.174 -7.436 1.596
H 1.313 -8.025 0.165
H 1.225 -6.228 -1.294
H 2.430 -5.191 1.648
H 2.240 -3.830 0.560
H 3.065 -5.060 -1.323
H 3.123 -6.587 -0.409
H 4.636 -3.207 -0.756
H 6.898 -2.677 -0.082
H 7.241 -6.515 1.799
H 4.929 -7.036 1.122
H -0.289 -3.876 1.652
H -1.272 -4.442 0.270
H 0.499 -1.563 1.456
H 0.268 -1.166 -2.677
C 2.375 3.838 3.249
S 3.040 2.136 3.260
C 1.717 1.291 4.054
C 0.555 0.948 3.453
S -0.014 1.503 1.944
S -0.559 -0.013 4.434
C 0.411 -0.052 5.894
S -0.082 -0.782 7.291
S 1.958 0.752 5.716
H 3.075 4.436 2.673
H 2.308 4.198 4.273
H 1.402 3.835 2.765

The LUMO energy (alpha / beta) is 3.29 / 3.29 eV. The calculation puts the HOMO energy (alpha / beta) at -0.22 / -0.23 eV. The spin multiplicity is 2. As for the total charge: -2. Its expectation value of S² is 0.811.



Entry 3:
Entry from the OMol25 dataset: one molecule with the formula C5H6N2S at a distorted geometry (ωB97M-V with the def2-TZVPD basis set).

Atoms and positions in Å:
S 3.302 -0.390 -0.126
C 1.695 -0.453 -0.185
C 0.787 0.673 0.101
C -0.508 0.501 0.908
C -0.991 -0.934 0.907
N -1.266 -1.323 -0.272
N -1.226 -0.248 -1.155
C -0.537 0.877 -0.549
H 1.173 -1.368 -0.481
H 1.282 1.647 0.293
H -0.633 1.172 1.758
H -1.151 -1.508 1.817
H -1.025 -0.533 -2.097
H -0.903 1.888 -0.919

The LUMO energy is -0.15 eV. The calculation puts the HOMO energy at -8.66 eV. Its SMILES is S=C[C@@H]1[C@@H]2C=NN[C@H]12.



Entry 4:
Entry from the OMol25 dataset: one molecule with the formula C4H5NO (ωB97M-V with the def2-TZVPD basis set).

Atoms and positions in Å:
C 2.070 -0.853 1.425
C 1.041 -0.802 0.639
N 0.080 -0.753 -0.124
C -0.668 0.467 -0.112
C -1.558 0.641 -1.301
O -0.634 1.208 0.842
H 2.993 -1.016 0.901
H 1.958 -0.922 2.499
H -2.311 1.397 -1.070
H -2.017 -0.322 -1.539
H -0.953 0.955 -2.160

The LUMO energy is 0.52 eV. The calculation puts the HOMO energy at -9.40 eV. Its SMILES is C=C=NC(C)=O.



Entry 5:
Entry from the OMol25 dataset: a 5-piece molecular cluster, C28H54BFN2O10 overall at a distorted geometry (ωB97M-V with the def2-TZVPD basis set).

Atoms and positions in Å:
C 0.094 2.454 2.605
C 0.862 1.726 1.493
O 1.417 0.687 1.784
N 0.893 2.242 0.163
C 0.082 3.448 0.012
C 2.308 2.476 -0.187
C 2.712 1.962 -1.592
C 1.972 0.686 -2.052
C 2.928 -0.516 -1.937
C 2.293 -1.904 -2.144
C 1.981 -2.321 -3.579
B 0.793 -1.572 -4.324
O -0.277 -0.934 -3.722
O 0.857 -1.533 -5.727
O 3.472 -2.749 -1.822
C 3.452 -2.988 -0.485
O 4.265 -3.638 0.106
O 2.312 -2.372 0.054
C 1.407 -2.473 -1.007
F 1.384 -3.859 -1.269
C -0.009 -2.027 -0.825
C -1.017 -2.766 -1.381
C -2.337 -2.452 -1.237
C -2.600 -1.319 -0.490
C -1.526 -0.637 0.009
N -0.255 -0.947 -0.109
H 0.049 1.784 3.459
H 0.604 3.364 2.931
H -0.934 2.678 2.318
H -0.944 3.246 0.314
H 0.445 4.280 0.630
H 0.040 3.782 -1.026
H 3.006 2.067 0.539
H 2.470 3.563 -0.189
H 2.670 2.755 -2.341
H 3.775 1.705 -1.528
H 1.776 0.833 -3.126
H 1.003 0.539 -1.580
H 3.762 -0.412 -2.633
H 3.380 -0.456 -0.945
H 2.881 -2.124 -4.166
H 1.781 -3.395 -3.638
H -0.116 0.010 -3.622
H 1.091 -0.621 -5.943
H -0.756 -3.656 -1.939
H -3.124 -3.060 -1.655
H -3.617 -1.002 -0.314
H -1.749 0.270 0.570
C -1.032 5.261 -4.573
C -1.409 3.844 -4.975
C -2.779 3.462 -4.435
O -0.427 2.927 -4.489
H -0.985 5.353 -3.484
H -0.046 5.519 -4.960
H -1.755 5.985 -4.951
H -1.406 3.758 -6.062
H -2.786 3.498 -3.342
H -3.033 2.441 -4.724
H -3.553 4.133 -4.809
H -0.414 2.990 -3.527
C -5.723 -0.166 3.010
C -4.291 0.086 2.565
C -3.372 0.313 3.754
O -4.250 1.224 1.698
H -6.114 0.696 3.557
H -6.371 -0.320 2.145
H -5.788 -1.043 3.656
H -3.934 -0.765 1.984
H -3.687 1.188 4.325
H -2.350 0.500 3.416
H -3.368 -0.549 4.419
H -4.563 1.984 2.198
C -6.436 -1.306 7.767
C -5.005 -1.044 7.322
C -4.086 -0.827 8.515
O -4.967 0.101 6.469
H -6.829 -0.450 8.323
H -7.085 -1.452 6.902
H -6.498 -2.190 8.403
H -4.645 -1.887 6.731
H -4.406 0.043 9.094
H -3.066 -0.634 8.181
H -4.079 -1.698 9.172
H -5.282 0.857 6.976
C 6.914 -3.814 -2.900
C 7.583 -2.568 -2.341
C 8.638 -2.925 -1.304
O 6.600 -1.718 -1.756
H 6.407 -4.368 -2.106
H 6.155 -3.543 -3.636
H 7.642 -4.475 -3.376
H 8.044 -2.002 -3.152
H 8.184 -3.453 -0.461
H 9.103 -2.022 -0.906
H 9.416 -3.559 -1.733
H 6.181 -2.206 -1.036

The LUMO energy is 0.37 eV. The calculation puts the HOMO energy at -9.41 eV. Its SMILES is CC(=O)N(C)CCCC[C@@]1(CB(O)O)OC(=O)O[C@@]1(F)c1ccccn1.CC(C)O.CC(C)O.CC(C)O.CC(C)O.



Entry 6:
Entry from the OMol25 dataset: C4H6KO3 as an isolated structure at a distorted geometry (ωB97M-V with the def2-TZVPD basis set).

Atoms and positions in Å:
C 1.653 0.424 -0.268
O 1.184 -0.744 -0.616
O 0.835 1.426 -0.380
O 2.792 0.443 0.263
K 3.825 -1.941 -0.399
C -0.902 -0.378 -0.232
C -0.735 0.923 -0.933
C -1.306 -0.371 1.210
H -1.117 -1.264 -0.837
H -0.613 0.821 -2.016
H -1.361 1.742 -0.563
H -0.898 -1.239 1.744
H -2.403 -0.384 1.304
H -0.952 0.540 1.723

The LUMO energy (alpha / beta) is -0.78 / -0.81 eV. The calculation puts the HOMO energy (alpha / beta) at -5.69 / -7.79 eV. The spin multiplicity is 2. Its expectation value of S² is 0.755.



For reference, ΔE to the lowest compared entry with this formula, charge and spin by record: 184.8 83.9 70.1 33.5 15.7 4.9 kcal/mol.